Formula: C11H17ClNO2
Source: the Open Molecules 2025 dataset
Level of theory: ωB97M-V/def2-TZVPD

Results
Relative energy (zero: lowest compared OMol25 entry of this formula, charge and spin)   99.0 kcal per mole
Kohn-Sham gap   0.333 Eh
Total charge   +1
Highest occupied orbital energy   -0.4691 Eh

Each line ends with the Löwdin charge.
CARTESIAN COORDINATES (ANGSTROEM)
C  -1.75  -0.97  -0.01  -0.60
C  -0.59  -0.33  0.01  -0.08
C  -1.83  -1.83  -1.17  -0.38
C  2.21  -0.23  -1.85  0.02
C  2.04  -1.54  -1.76  -0.15
C  -0.51  -1.50  -2.01  -0.16
C  -1.10  3.15  1.22  -0.06
C  1.69  0.00  1.90  -0.06
C  0.71  -2.25  -1.82  -0.13
C  -1.51  1.74  0.86  -0.19
C  0.24  0.22  2.12  -0.14
N  -0.31  0.79  0.79  -0.09
O  -2.70  -2.57  -1.55  0.16
O  -0.74  -0.78  -3.08  0.20
Cl  -2.95  -1.10  1.26  0.75
H  3.25  0.15  -1.66  0.09
H  1.45  0.49  -1.94  0.04
H  2.78  -2.25  -1.58  0.09
H  -0.30  3.01  1.93  0.07
H  -0.62  3.62  0.27  0.11
H  -1.95  3.84  1.38  0.10
H  2.03  -0.77  1.22  0.09
H  2.10  0.94  1.86  0.07
H  2.01  -0.39  2.85  0.10
H  0.79  -2.96  -2.61  0.14
H  0.72  -2.87  -0.81  0.19
H  -1.94  1.75  -0.08  0.09
H  -2.23  1.35  1.67  0.13
H  0.21  0.97  2.89  0.14
H  -0.26  -0.62  2.38  0.09
H  0.65  1.28  0.44  0.22
H  -1.57  -0.32  -3.10  0.14

***

Formula: C11H17F3O11S2
Source: the Open Molecules 2025 dataset
Level of theory: ωB97M-V/def2-TZVPD

Results
Kohn-Sham gap   0.380 Eh
Total charge   0
Highest occupied orbital energy   -0.3742 Eh
Structure (SMILES)   O=C1O[C@H](S(=O)(=O)C(F)(F)F)[C@@H](O)[C@@H]1S.COC(=O)OC.COC(=O)OC

Each line ends with the Löwdin charge.
CARTESIAN COORDINATES (ANGSTROEM)
O  1.54  -4.90  3.66  0.19
C  0.95  -4.50  2.75  -0.47
O  -0.46  -4.65  2.70  0.02
C  -0.90  -3.64  1.81  -0.29
S  -2.69  -3.83  1.55  0.81
O  -3.33  -3.51  2.80  -0.26
O  -3.21  -2.94  0.55  -0.27
C  -3.19  -5.61  1.22  -0.67
F  -4.51  -5.59  1.19  0.16
F  -2.72  -6.08  0.07  0.16
F  -2.84  -6.37  2.25  0.17
C  0.08  -3.80  0.63  -0.35
O  0.10  -2.78  -0.35  0.00
C  1.41  -3.72  1.47  -0.48
S  2.89  -4.50  0.73  0.80
H  -0.67  -2.62  2.21  0.17
H  0.06  -4.75  0.07  0.16
H  -0.28  -3.09  -1.18  0.12
H  1.59  -2.69  1.85  0.14
H  3.00  -5.65  1.46  -0.10
C  0.44  3.25  0.92  -0.04
O  -0.54  2.51  1.65  0.01
C  -1.08  1.50  0.97  -0.61
O  -0.82  1.19  -0.17  0.12
O  -1.97  0.89  1.76  0.01
C  -2.64  -0.22  1.16  -0.04
H  0.81  4.04  1.56  0.10
H  1.27  2.61  0.64  0.10
H  -0.01  3.70  0.03  0.08
H  -1.92  -0.99  0.88  0.06
H  -3.20  0.10  0.28  0.11
H  -3.33  -0.63  1.89  0.09
C  3.70  7.36  -3.30  -0.04
O  2.73  6.62  -2.57  0.00
C  2.18  5.61  -3.25  -0.62
O  2.45  5.29  -4.38  0.13
O  1.29  5.00  -2.46  0.00
C  0.63  3.89  -3.06  -0.04
H  4.07  8.15  -2.65  0.09
H  4.54  6.72  -3.58  0.10
H  3.26  7.82  -4.18  0.10
H  1.35  3.11  -3.33  0.10
H  0.06  4.20  -3.93  0.10
H  -0.06  3.48  -2.32  0.08

***

Formula: C11H17F5IN9O3SbSe4TcTe
Source: the Open Molecules 2025 dataset
Level of theory: ωB97M-V/def2-TZVPD

Results
Relative energy (zero: lowest compared OMol25 entry of this formula, charge and spin)   0.0 kcal per mole
Kohn-Sham gap (alpha / beta)   0.167 / 0.167 Eh
Total charge   +2
Highest occupied orbital energy (alpha / beta)   -0.4978 / -0.4978 Eh

Each line ends with the Löwdin charge.
CARTESIAN COORDINATES (ANGSTROEM)
Tc  -0.09  -0.72  -0.92  1.35
N  -0.26  -1.12  1.19  0.00
C  -0.94  0.03  1.87  -0.25
C  -1.62  -0.39  3.18  -0.11
C  -1.16  0.37  4.45  -0.15
C  -2.05  1.55  4.83  -0.15
N  -2.17  2.53  3.75  0.10
C  -1.32  3.52  3.48  -0.43
N  -1.47  4.21  2.35  0.21
N  -0.33  3.84  4.31  0.23
C  -1.85  0.70  0.84  -0.54
O  -2.78  1.40  1.16  0.11
O  -1.51  0.53  -0.42  -0.24
H  -0.87  -1.94  1.26  0.12
H  0.60  -1.36  1.66  0.13
H  -0.15  0.76  2.06  0.14
H  -1.43  -1.45  3.34  0.12
H  -2.70  -0.29  3.06  0.13
H  -0.13  0.70  4.34  0.11
H  -1.17  -0.32  5.30  0.12
H  -1.67  2.04  5.73  0.12
H  -3.05  1.22  5.08  0.14
H  -2.79  2.27  2.99  0.12
H  -2.23  4.00  1.72  0.13
H  -0.80  4.91  2.09  0.09
H  -0.18  3.34  5.16  0.12
H  0.39  4.48  3.99  0.11
Se  -1.58  -3.13  -9.38  0.22
Sb  0.23  -2.41  -8.20  0.50
Se  -1.40  1.61  -3.72  0.41
Se  0.27  0.36  -3.25  0.28
Se  2.39  -1.68  -8.08  0.20
N  1.37  4.61  1.77  0.14
C  1.83  3.73  1.17  -0.29
N  2.38  2.74  0.49  0.14
C  1.76  1.75  0.06  -0.29
N  1.25  0.78  -0.38  -0.05
F  -1.97  -3.84  -4.93  -0.47
Te  -0.35  -2.90  -4.65  1.83
F  -0.82  -1.72  -6.35  -0.65
F  0.23  -3.91  -6.16  -0.50
F  0.21  -4.39  -3.60  -0.46
F  1.53  -2.38  -4.71  -0.56
O  -0.80  -2.07  -1.49  -0.40
I  5.88  -2.08  -2.46  0.97
C  3.89  -2.26  -1.98  -0.76
C  3.11  -3.39  -2.00  -0.10
N  1.88  -3.05  -1.61  0.01
N  1.80  -1.72  -1.37  -0.16
C  3.03  -1.24  -1.59  -0.20
H  3.34  -4.41  -2.28  0.15
H  1.05  -3.61  -1.71  0.12
H  3.24  -0.19  -1.44  0.10

***

Formula: C11H17FN2O7S
Source: the Open Molecules 2025 dataset
Level of theory: ωB97M-V/def2-TZVPD

Results
Kohn-Sham gap   0.386 Eh
Total charge   0
Highest occupied orbital energy   -0.3808 Eh
Structure (SMILES)   C[C@H](F)N(N=C=O)C(=O)OCCOC=O.O=S1(=O)CCCC1

Each line ends with the Löwdin charge.
CARTESIAN COORDINATES (ANGSTROEM)
C  3.82  -2.18  0.02  -0.03
C  2.53  -1.35  0.43  -0.31
F  2.58  -0.94  1.77  0.01
N  1.35  -2.27  0.20  -0.02
N  1.50  -2.66  -1.17  0.11
C  1.27  -3.91  -1.24  -0.21
O  1.48  -5.04  -1.40  0.22
C  0.09  -1.55  0.40  -0.45
O  -0.39  -1.47  1.50  0.17
O  -0.49  -0.94  -0.76  -0.08
C  -1.55  -1.81  -1.30  -0.12
C  -2.96  -1.23  -0.85  -0.13
O  -3.28  -1.62  0.51  -0.07
C  -3.98  -2.82  0.52  -0.28
O  -3.57  -3.85  0.01  0.07
H  4.68  -1.80  0.65  0.09
H  3.67  -3.30  0.17  0.09
H  4.08  -2.05  -1.07  0.09
H  2.41  -0.47  -0.27  0.16
H  -1.42  -2.81  -0.81  0.12
H  -1.42  -1.83  -2.42  0.14
H  -2.87  -0.10  -0.85  0.14
H  -3.76  -1.49  -1.60  0.14
H  -4.97  -2.90  1.06  0.16
C  0.54  2.17  0.67  -0.22
C  -0.22  3.06  1.66  -0.21
C  -0.10  4.50  1.17  -0.22
S  0.09  4.41  -0.61  0.66
O  1.41  4.89  -0.95  -0.32
O  -1.10  4.91  -1.25  -0.33
C  0.10  2.63  -0.71  -0.23
H  0.32  1.11  0.82  0.09
H  1.61  2.32  0.79  0.12
H  -1.28  2.76  1.68  0.12
H  0.16  2.95  2.67  0.12
H  -0.99  5.08  1.40  0.10
H  0.78  4.99  1.58  0.11
H  0.77  2.30  -1.50  0.11
H  -0.92  2.30  -0.93  0.10

***

Formula: C11H17IO6S
Source: the Open Molecules 2025 dataset
Level of theory: ωB97M-V/def2-TZVPD

Results
Kohn-Sham gap   0.333 Eh
Total charge   0
Highest occupied orbital energy   -0.3491 Eh
Structure (SMILES)   CC1=C(CCCI)C(=O)OC1=O.CCOS(C)(=O)=O

Each line ends with the Löwdin charge.
CARTESIAN COORDINATES (ANGSTROEM)
C  -1.91  -3.91  2.39  0.00
C  -1.18  -4.41  1.20  -0.12
C  -0.34  -3.79  0.35  -0.07
C  -0.08  -2.33  0.24  -0.14
C  1.37  -1.90  -0.02  -0.30
C  1.70  -1.72  -1.50  -0.64
I  0.66  -0.06  -2.35  0.82
C  0.37  -4.89  -0.36  -0.37
O  1.54  -4.89  -0.60  0.17
O  -0.37  -6.06  -0.29  0.15
C  -1.39  -5.76  0.61  -0.38
O  -2.44  -6.33  0.57  0.18
H  -2.85  -4.41  2.56  0.09
H  -1.27  -4.17  3.24  0.10
H  -1.97  -2.83  2.43  0.08
H  -0.59  -1.77  1.01  0.11
H  -0.61  -2.05  -0.68  0.08
H  1.49  -0.91  0.42  0.09
H  2.09  -2.57  0.44  0.11
H  2.77  -1.57  -1.61  0.05
H  1.40  -2.58  -2.09  0.04
O  -0.99  2.84  -0.52  -0.31
S  -0.76  4.08  0.16  0.56
O  -1.63  5.19  -0.06  -0.27
O  0.74  4.52  -0.09  -0.26
C  1.20  4.62  -1.45  -0.25
C  0.66  5.84  -2.16  -0.07
C  -0.63  3.79  1.89  -0.12
H  0.95  3.70  -1.99  0.10
H  2.29  4.67  -1.39  0.12
H  -0.41  5.79  -2.30  0.07
H  1.12  5.93  -3.15  0.08
H  0.88  6.75  -1.59  0.08
H  0.05  2.96  2.06  0.07
H  -1.63  3.55  2.25  0.08
H  -0.27  4.70  2.37  0.08

***

Formula: C11H17N2O2
Source: the Open Molecules 2025 dataset
Level of theory: ωB97M-V/def2-TZVPD

Results
Relative energy (zero: lowest compared OMol25 entry of this formula, charge and spin)   35.7 kcal per mole
Kohn-Sham gap   0.298 Eh
Total charge   +1
Highest occupied orbital energy   -0.4293 Eh
Structure (SMILES)   C[N+](C)(C)/C=C1\C=CC=C[C@H]1OC(N)=O

Each line ends with the Löwdin charge.
CARTESIAN COORDINATES (ANGSTROEM)
C  -2.78  2.06  -0.11  -0.06
C  -2.91  0.97  0.64  0.00
C  -1.52  2.61  -0.50  -0.02
C  -1.74  0.15  1.10  -0.23
C  -0.45  1.86  -0.20  -0.06
C  -0.40  0.64  0.53  -0.14
C  -1.85  -1.65  -0.65  -0.55
C  2.83  0.57  1.01  -0.01
C  2.41  -1.66  0.06  -0.02
C  2.09  0.34  -1.26  0.05
C  0.56  -0.28  0.72  0.04
N  -2.68  -2.66  -0.88  0.21
N  2.03  -0.25  0.16  -0.32
O  -2.06  -1.17  0.69  -0.01
O  -1.04  -1.14  -1.37  0.10
H  -3.70  2.63  -0.33  0.12
H  -3.84  0.75  1.01  0.10
H  -1.35  3.60  -1.04  0.15
H  -1.60  0.16  2.20  0.18
H  0.50  2.28  -0.33  0.08
H  3.01  0.15  1.95  0.10
H  3.82  0.78  0.54  0.14
H  2.26  1.51  1.04  0.12
H  1.78  -2.34  -0.54  0.14
H  3.42  -1.82  -0.19  0.10
H  2.40  -2.06  1.10  0.12
H  2.85  -0.19  -1.71  0.08
H  1.21  0.07  -1.73  0.07
H  2.19  1.40  -1.45  0.12
H  0.61  -1.13  1.37  0.13
H  -3.41  -2.93  -0.18  0.16
H  -2.64  -3.25  -1.67  0.11

***

Formula: C11H17N3O4
Source: the Open Molecules 2025 dataset
Level of theory: ωB97M-V/def2-TZVPD

Results
Relative energy (zero: lowest compared OMol25 entry of this formula, charge and spin)   0.0 kcal per mole
Kohn-Sham gap   0.352 Eh
Total charge   0
Highest occupied orbital energy   -0.3374 Eh
Structure (SMILES)   CCOCCCNC(=O)Cc1cc(=O)[nH]c(=O)[nH]1

Each line ends with the Löwdin charge.
CARTESIAN COORDINATES (ANGSTROEM)
C  -5.88  0.86  1.19  -0.08
C  -5.15  -0.07  0.21  -0.27
O  -3.86  0.37  -0.14  -0.16
C  -2.90  0.29  0.89  -0.24
C  -1.52  0.50  0.28  -0.15
H  -0.77  0.55  1.07  0.12
C  -1.18  -0.64  -0.69  -0.17
N  0.09  -0.42  -1.35  0.07
C  1.20  -1.10  -1.04  -0.48
O  1.23  -2.00  -0.22  0.06
C  2.46  -0.68  -1.80  -0.02
C  3.51  -0.21  -0.83  -0.23
C  4.19  0.94  -0.97  0.05
C  5.20  1.32  -0.01  -0.47
O  5.88  2.33  -0.04  0.07
N  5.37  0.40  1.02  0.20
C  4.67  -0.77  1.22  -0.50
O  4.85  -1.50  2.16  0.09
N  3.75  -1.04  0.23  0.18
H  3.13  -1.84  0.36  0.15
H  6.07  0.62  1.72  0.17
H  4.02  1.61  -1.79  0.12
H  2.84  -1.57  -2.31  0.14
H  2.26  0.09  -2.53  0.12
H  0.14  0.36  -1.99  0.15
H  -1.09  -1.58  -0.14  0.13
H  -1.97  -0.72  -1.44  0.13
H  -1.52  1.45  -0.26  0.12
H  -3.08  1.07  1.65  0.12
H  -2.95  -0.69  1.38  0.13
H  -5.10  -1.08  0.64  0.12
H  -5.70  -0.11  -0.73  0.12
H  -6.91  0.54  1.29  0.07
H  -5.41  0.85  2.17  0.07
H  -5.86  1.88  0.81  0.08

***

> The highest total charge belongs to which entry?

C11H17F5IN9O3SbSe4TcTe